Run one
Computed, not measured: 2 unconnected molecules or ions with the total composition C4H12, with ωB97M-V with the def2-TZVPD basis set.

Structure (XYZ):
```
16
Properties=species:S:1:pos:R:3:mulliken_charge:R:1
C 2.65 0.64 -1.17 -1.366
C 1.62 0.64 -0.04 -0.387
H 3.59 0.08 -1.14 0.534
H 2.12 0.43 -2.11 0.686
H 3.05 1.65 -1.37 0.415
H 0.65 0.18 -0.24 -1.350
H 1.51 1.72 0.14 0.374
H 1.80 0.25 0.96 0.582
C -2.17 -1.04 -0.06 -1.823
C -2.10 -0.27 1.27 -0.408
H -1.83 -2.06 0.09 0.351
H -3.20 -1.09 -0.41 0.670
H -1.60 -0.53 -0.83 0.307
H -2.87 0.47 1.46 0.396
H -2.22 -0.99 2.09 0.358
H -1.10 0.13 1.40 -0.338
```

The HOMO energy (alpha / beta) comes out at 1.544 / -7.588 eV. As for the expectation value of S²: 0.750. Its total charge is -1. Its multiplicity is 2. The gap between HOMO and LUMO (alpha / beta) comes out at 2.74 / 12.10 eV.

---

Run two
Computed, not measured: 2 unconnected molecules or ions with the total composition C4H12, with ωB97M-V with the def2-TZVPD basis set.

Structure (XYZ):
```
16
Properties=species:S:1:pos:R:3:mulliken_charge:R:1
C 1.21 1.09 0.65 -1.221
C 1.04 2.67 0.43 -2.247
H 0.39 0.79 -0.05 -0.033
H 2.28 0.86 0.44 0.467
H 0.82 0.53 1.46 0.619
H 2.02 3.10 0.14 0.286
H 0.11 3.00 -0.08 1.015
H 0.85 3.21 1.47 0.358
C -0.62 -1.62 0.08 -1.432
C -1.45 -2.16 -1.19 -1.433
H 0.04 -0.92 -0.36 0.411
H -1.32 -1.23 0.84 0.562
H -0.21 -2.53 0.62 0.413
H -1.26 -1.62 -2.17 0.554
H -2.53 -1.92 -1.03 0.308
H -1.37 -3.25 -1.24 0.371
```

The HOMO energy (alpha / beta) comes out at 1.509 / -6.680 eV. As for the expectation value of S²: 0.750. Its total charge is -1. Its multiplicity is 2. The gap between HOMO and LUMO (alpha / beta) comes out at 2.72 / 11.16 eV.

---

Relative to the most stable structure, the computed energies are run one 0.000; run two 1.125, all in eV.

---

Run one
Computed, not measured: 2 unconnected molecules or ions with the total composition C4H12, with ωB97M-V with the def2-TZVPD basis set.

Structure (XYZ):
```
16
Properties=species:S:1:pos:R:3:mulliken_charge:R:1
C 0.40 -1.93 -1.35 -1.592
C 1.39 -0.84 -1.77 -3.113
H -0.34 -1.62 -0.63 0.345
H -0.12 -2.36 -2.21 0.625
H 0.98 -2.75 -0.91 0.520
H 1.90 -0.37 -0.92 0.634
H 0.87 -0.04 -2.31 0.732
H 2.21 -1.21 -2.39 1.066
C -0.22 1.16 1.70 -0.756
C -1.62 1.65 1.42 -1.573
H -0.17 0.17 2.15 0.619
H 0.42 0.95 0.84 -0.586
H 0.36 1.85 2.31 0.650
H -2.37 1.00 1.88 0.367
H -1.85 1.70 0.35 0.686
H -1.83 2.64 1.83 0.375
```

The HOMO energy (alpha / beta) comes out at 1.550 / -7.857 eV. As for the expectation value of S²: 0.750. Its total charge is -1. Its multiplicity is 2. The gap between HOMO and LUMO (alpha / beta) comes out at 2.80 / 12.24 eV.

---

Run two
Computed, not measured: 2 unconnected molecules or ions with the total composition C4H12, with ωB97M-V with the def2-TZVPD basis set.

Structure (XYZ):
```
16
Properties=species:S:1:pos:R:3:mulliken_charge:R:1
C 1.15 -1.11 2.62 -1.718
C 1.76 0.04 1.78 -2.161
H 1.14 -0.98 3.70 0.469
H 0.09 -1.25 2.36 0.524
H 1.61 -2.07 2.38 0.541
H 1.13 0.91 1.82 0.831
H 2.09 -0.39 0.84 0.560
H 2.70 0.23 2.33 0.459
C -1.73 0.90 -2.93 -1.417
C -1.28 0.32 -1.57 -2.185
H -0.84 0.84 -3.57 0.464
H -2.43 0.22 -3.41 0.323
H -2.14 1.88 -2.80 0.517
H -1.33 1.01 -0.72 0.609
H -0.20 0.07 -1.55 0.396
H -1.73 -0.63 -1.30 0.788
```

The HOMO energy (alpha / beta) comes out at 1.548 / -7.712 eV. As for the expectation value of S²: 0.750. Its total charge is -1. Its multiplicity is 2. The gap between HOMO and LUMO (alpha / beta) comes out at 2.68 / 12.11 eV.

---

Run three
Computed, not measured: 2 unconnected molecules or ions with the total composition C4H12, with ωB97M-V with the def2-TZVPD basis set.

Structure (XYZ):
```
16
Properties=species:S:1:pos:R:3:mulliken_charge:R:1
C -1.01 0.82 1.71 -1.284
C -0.62 2.22 1.13 -1.579
H -1.78 0.90 2.54 0.520
H -1.39 0.00 0.91 0.190
H -0.15 0.39 2.22 0.317
H -0.84 2.54 0.11 0.658
H 0.47 2.22 0.90 0.503
H -0.78 3.08 1.81 0.273
C 1.30 -1.60 -0.95 -2.154
C 0.22 -1.36 -2.01 -1.493
H 2.02 -0.70 -0.79 0.599
H 0.82 -2.02 0.17 0.536
H 1.92 -2.48 -1.20 0.607
H 0.83 -0.89 -2.89 0.730
H -0.43 -2.38 -2.22 0.386
H -0.57 -0.73 -1.43 0.192
```

The HOMO energy (alpha / beta) comes out at 1.447 / -7.059 eV. As for the expectation value of S²: 0.751. Its total charge is -1. Its multiplicity is 2. The gap between HOMO and LUMO (alpha / beta) comes out at 2.91 / 11.33 eV.

---

Relative to the most stable structure, the computed energies are run one 0.000; run two 0.260; run three 1.612, all in eV.

---

Run one
Computed, not measured: a single CH5N3S2 molecule, with ωB97M-V with the def2-TZVPD basis set.

Structure (XYZ):
```
11
Properties=species:S:1:pos:R:3:mulliken_charge:R:1
C 0.97 -0.37 -0.09 0.393
H -0.85 1.63 -0.96 0.252
H -0.99 1.51 0.70 0.268
H 1.69 1.50 -0.14 0.214
H 0.12 -2.24 -0.18 0.281
H -2.11 -1.35 1.09 0.169
N -0.37 1.62 -0.09 -0.686
N 0.81 0.97 -0.03 0.029
N -0.07 -1.29 0.03 -0.289
S 2.59 -0.93 -0.12 -0.445
S -1.78 -1.03 -0.21 -0.186
```

The HOMO energy comes out at -8.334 eV. As for the structure (SMILES): NNC(=S)NS. Its total charge is 0. Its multiplicity is 1. The gap between HOMO and LUMO comes out at 8.71 eV.

---

Run two
Computed, not measured: a single CH5N3S2 molecule, with ωB97M-V with the def2-TZVPD basis set.

Structure (XYZ):
```
11
Properties=species:S:1:pos:R:3:mulliken_charge:R:1
C 1.05 -0.56 0.15 -0.489
N -0.88 0.31 1.60 -0.281
N -0.14 -1.24 -0.08 -0.224
N -0.96 -1.07 1.10 -0.252
S -0.10 2.28 -0.79 -0.332
S 0.37 1.07 1.06 0.210
H 1.69 -0.84 0.91 0.342
H 1.66 -0.15 -0.81 0.316
H -0.54 -1.06 -1.08 0.312
H -1.91 -1.31 1.00 0.251
H 0.52 3.39 -0.16 0.147
```

The HOMO energy (alpha / beta) comes out at -7.799 / -7.800 eV. Its total charge is 0. Its multiplicity is 1. The gap between HOMO and LUMO (alpha / beta) comes out at 8.09 / 8.09 eV.

---

Relative to the most stable structure, the computed energies are run one 0.000; run two 2.757, all in eV.

---

Run one
Computed, not measured: a single C5H8N2S molecule, with ωB97M-V with the def2-TZVPD basis set.

Structure (XYZ):
```
16
Properties=species:S:1:pos:R:3:mulliken_charge:R:1
C -0.70 0.77 -0.46 0.220
C 0.71 0.93 0.15 -0.907
C 1.42 -0.34 -0.30 0.097
C 1.26 -1.59 0.47 -0.472
C -0.85 -0.77 -0.41 -0.011
H -1.90 1.24 1.09 0.282
H -2.60 1.45 -0.31 0.287
H -0.63 1.04 -1.54 0.279
H 0.63 0.99 1.25 0.291
H 1.18 1.83 -0.21 0.336
H 2.23 -0.24 -0.97 0.364
H 0.81 -1.55 1.46 0.236
H 1.96 -2.41 0.33 0.245
N -1.71 1.57 0.15 -0.668
N 0.39 -1.32 -0.67 -0.290
S -2.20 -1.59 -0.03 -0.292
```

The HOMO energy comes out at -8.679 eV. As for the structure (SMILES): N[C@H]1C[C@H]2CN2C1=S. Its total charge is 0. Its multiplicity is 1. The gap between HOMO and LUMO comes out at 8.87 eV.

---

Run two
Computed, not measured: a single C5H8N2S molecule, with ωB97M-V with the def2-TZVPD basis set.

Structure (XYZ):
```
16
Properties=species:S:1:pos:R:3:mulliken_charge:R:1
C -4.25 0.06 -0.46 -0.346
C -1.05 -0.25 0.36 -0.117
C 1.76 -0.43 0.54 -0.184
C 3.00 -0.34 -0.28 -0.498
C 2.28 0.91 -0.18 -0.399
H -4.61 -0.85 -0.80 0.327
H -4.92 0.95 -0.18 0.223
H -0.84 0.69 0.79 0.480
H 2.07 -0.39 1.64 0.308
H 2.84 -0.97 -1.24 0.195
H 3.96 -0.26 0.16 0.305
H 3.13 1.65 0.27 0.227
H 1.56 1.22 -1.05 0.239
N -3.12 0.09 0.32 -0.331
N -2.23 -0.85 0.23 -0.272
S 0.41 -1.23 -0.13 -0.158
```

The HOMO energy comes out at -8.627 eV. As for the structure (SMILES): C=N/N=C/SC1CC1. Its total charge is 0. Its multiplicity is 1. The gap between HOMO and LUMO comes out at 8.68 eV.

---

Relative to the most stable structure, the computed energies are run one 0.000; run two 3.894, all in eV.

---

Run one
Computed, not measured: a single C5H7NO molecule, with ωB97M-V with the def2-TZVPD basis set.

Structure (XYZ):
```
14
Properties=species:S:1:pos:R:3:mulliken_charge:R:1
N -1.84 0.24 1.69 -0.714
C -1.01 -0.02 0.78 0.352
O -1.27 -0.78 -0.33 -0.412
C -0.03 -1.18 -0.91 -0.408
C 1.02 -0.16 -0.49 -0.183
C 0.76 1.33 -0.44 -0.677
C 0.40 0.46 0.73 -0.012
H -2.72 -0.24 1.51 0.275
H -0.21 -1.39 -1.97 0.305
H 0.33 -2.08 -0.39 0.270
H 2.04 -0.54 -0.55 0.318
H 0.00 1.77 -1.09 0.220
H 1.59 2.00 -0.22 0.258
H 0.92 0.59 1.67 0.407
```

The HOMO energy comes out at -9.828 eV. As for the structure (SMILES): [H]/N=C1\OC[C@H]2C[C@@H]12. Its total charge is 0. Its multiplicity is 1. The gap between HOMO and LUMO comes out at 10.81 eV.

---

Run two
Computed, not measured: a molecular structure, C5H7NO, with ωB97M-V with the def2-TZVPD basis set.

Structure (XYZ):
```
14
Properties=species:S:1:pos:R:3:mulliken_charge:R:1
N 2.55 0.25 0.61 -0.679
C 1.47 0.09 -0.02 0.514
O 0.98 -1.08 -0.60 -0.395
C -0.30 -0.64 -1.01 0.071
C -1.31 -0.41 0.13 -0.663
C -0.73 0.90 0.72 -0.430
C 0.44 1.14 -0.27 -0.415
H 3.05 -0.63 0.76 0.268
H -0.63 -1.18 -1.90 0.404
H -1.36 -1.27 0.81 0.298
H -2.31 -0.25 -0.29 0.290
H -0.34 0.79 1.74 0.295
H -1.45 1.73 0.72 0.269
H -0.08 0.55 -1.39 0.175
```

The HOMO energy comes out at -8.439 eV. Its total charge is 0. Its multiplicity is 1. The gap between HOMO and LUMO comes out at 8.41 eV.

---

Relative to the most stable structure, the computed energies are run one 0.000; run two 3.562, all in eV.

---

Run one
Computed, not measured: a single C5H7NO molecule, with ωB97M-V with the def2-TZVPD basis set.

Structure (XYZ):
```
14
Properties=species:S:1:pos:R:3:mulliken_charge:R:1
C 0.87 -0.84 1.42 -0.444
N -0.44 -1.43 1.13 -0.628
C 0.04 -0.36 0.31 0.431
C -0.68 0.93 -0.09 -0.255
C 0.27 1.14 -1.28 -0.598
C -0.09 -0.35 -1.21 -0.191
O -1.50 0.08 -0.98 -0.502
H 0.96 -0.18 2.29 0.231
H 1.72 -1.50 1.27 0.228
H -1.17 -1.13 1.76 0.233
H -1.16 1.67 0.55 0.469
H 1.30 1.48 -1.14 0.260
H -0.24 1.63 -2.11 0.278
H 0.12 -1.15 -1.92 0.488
```

The HOMO energy comes out at -9.517 eV. Its total charge is 0. Its multiplicity is 1. The gap between HOMO and LUMO comes out at 10.54 eV.

---

Run two
Computed, not measured: a molecular structure, C5H7NO, with ωB97M-V with the def2-TZVPD basis set.

Structure (XYZ):
```
14
Properties=species:S:1:pos:R:3:mulliken_charge:R:1
O -1.02 -0.15 1.76 -0.532
C -0.15 -0.74 0.84 -0.021
C -0.56 -0.90 -0.61 -0.269
C -0.26 0.36 -1.33 -0.130
C 0.31 1.37 -0.34 -0.760
C 0.97 0.13 0.26 -0.181
N 0.83 -0.62 -1.08 -0.633
H -1.21 -0.78 2.46 0.333
H 0.26 -1.68 1.21 0.402
H -1.16 -1.69 -1.06 0.388
H -0.63 0.55 -2.33 0.391
H -0.37 1.95 0.29 0.259
H 1.04 2.01 -0.82 0.297
H 1.95 0.18 0.75 0.454
```

The HOMO energy comes out at -9.597 eV. Its total charge is 0. Its multiplicity is 1. The gap between HOMO and LUMO comes out at 10.36 eV.

---

Relative to the most stable structure, the computed energies are run one 1.608; run two 0.000, all in eV.

---

Run one
Computed, not measured: a single C5H7NO molecule, with ωB97M-V with the def2-TZVPD basis set.

Structure (XYZ):
```
14
Properties=species:S:1:pos:R:3:mulliken_charge:R:1
O -0.54 1.59 -0.44 -0.520
C -0.95 0.39 0.07 0.727
C 2.10 -0.47 -1.10 -0.839
C 1.67 -0.36 0.14 0.652
N 1.21 -0.28 1.27 -0.494
C -2.00 -0.25 -0.46 -0.945
C -0.25 -0.08 1.32 -0.596
H 0.30 1.85 -0.04 0.344
H 2.02 -1.43 -1.58 0.249
H 2.46 0.40 -1.64 0.255
H -2.60 0.23 -1.22 0.283
H -2.29 -1.22 -0.07 0.246
H -0.68 -1.03 1.64 0.355
H -0.46 0.66 2.10 0.281
```

The HOMO energy comes out at -9.074 eV. As for the structure (SMILES): C=C=NCC(=C)O. Its total charge is 0. Its multiplicity is 1. The gap between HOMO and LUMO comes out at 9.87 eV.

---

Run two
Computed, not measured: a molecular structure, C5H7NO, with ωB97M-V with the def2-TZVPD basis set.

Structure (XYZ):
```
14
Properties=species:S:1:pos:R:3:mulliken_charge:R:1
O -0.79 0.03 -1.90 -0.477
C -0.60 0.58 -0.66 0.278
C -1.54 1.14 0.10 -1.015
C 0.94 -0.70 1.47 -0.066
C 1.06 -1.16 0.04 -0.631
C 0.80 0.36 -0.18 0.363
N 0.87 0.56 1.29 -0.672
H -1.73 0.10 -2.10 0.316
H -1.25 1.55 1.06 0.346
H -2.58 1.20 -0.19 0.252
H 0.88 -1.23 2.42 0.375
H 0.32 -1.85 -0.37 0.226
H 2.07 -1.49 -0.22 0.288
H 1.55 0.91 -0.76 0.419
```

The HOMO energy comes out at -8.972 eV. Its total charge is 0. Its multiplicity is 1. The gap between HOMO and LUMO comes out at 9.83 eV.

---

Run three
Computed, not measured: a single C5H7NO molecule, with ωB97M-V with the def2-TZVPD basis set.

Structure (XYZ):
```
14
Properties=species:S:1:pos:R:3:mulliken_charge:R:1
O 0.46 -0.64 -1.50 -0.564
C 0.23 0.21 -0.04 0.395
C -1.17 0.74 -0.09 -0.332
C -2.18 -0.33 -0.17 0.233
N -2.94 -1.19 -0.24 -0.415
C 1.54 0.68 0.16 -1.095
C 1.00 -0.41 1.07 -0.403
H 0.43 -1.60 -1.35 0.412
H -1.34 1.32 0.83 0.321
H -1.30 1.42 -0.94 0.271
H 1.45 -0.24 -1.25 0.572
H 1.81 1.68 0.47 0.199
H 0.61 -0.20 2.07 0.250
H 1.39 -1.43 0.98 0.155
```

The HOMO energy comes out at -8.370 eV. Its total charge is 0. Its multiplicity is 1. The gap between HOMO and LUMO comes out at 8.99 eV.

---

Run four
Computed, not measured: a single C5H7NO molecule, with ωB97M-V with the def2-TZVPD basis set.

Structure (XYZ):
```
14
Properties=species:S:1:pos:R:3:mulliken_charge:R:1
C 0.08 -1.05 -1.43 -0.972
C -0.38 -1.33 -0.01 0.228
C -1.15 -0.28 0.42 -0.421
C -0.22 0.57 1.07 0.342
N -0.19 1.96 0.79 -0.692
C 0.87 -0.19 1.39 -0.462
O 0.76 -1.40 0.77 -0.297
H 0.41 0.02 -1.30 0.243
H -0.71 -1.05 -2.17 0.308
H 0.94 -1.66 -1.74 0.299
H -2.02 0.07 -0.12 0.405
H -0.91 2.18 0.11 0.299
H 0.70 2.15 0.35 0.287
H 1.81 0.02 1.88 0.433
```

The HOMO energy (alpha / beta) comes out at -7.710 / -7.710 eV. As for the structure (SMILES): Cc1cc(N)co1. Its total charge is 0. Its multiplicity is 1. The gap between HOMO and LUMO (alpha / beta) comes out at 8.20 / 8.20 eV.

---

Relative to the most stable structure, the computed energies are run one 0.117; run two 0.000; run three 2.611; run four 1.459, all in eV.

---

Run one
Computed, not measured: a molecular structure, C5H7NO, with ωB97M-V with the def2-TZVPD basis set.

Structure (XYZ):
```
14
Properties=species:S:1:pos:R:3:mulliken_charge:R:1
C -1.18 2.84 -1.36 -0.459
C 0.42 0.44 0.69 -0.634
C 0.72 -0.90 0.05 0.322
C -0.01 0.81 -0.70 0.328
C -0.22 -1.99 0.62 -1.396
N -0.45 1.87 -1.22 0.094
O 0.18 -0.47 -1.20 -0.410
H -0.68 3.80 -1.79 0.161
H -0.26 0.36 1.51 0.253
H 1.25 1.21 1.12 0.254
H 1.72 -1.07 0.02 0.434
H -1.30 -1.72 0.59 0.319
H 0.08 -2.20 1.57 0.421
H -0.28 -2.99 0.09 0.312
```

The HOMO energy comes out at -7.373 eV. Its total charge is 0. Its multiplicity is 1. The gap between HOMO and LUMO comes out at 8.26 eV.

---

Run two
Computed, not measured: a single C5H7NO molecule, with ωB97M-V with the def2-TZVPD basis set.

Structure (XYZ):
```
14
Properties=species:S:1:pos:R:3:mulliken_charge:R:1
O -2.02 0.30 -1.16 -0.545
C -1.67 0.90 -0.16 0.013
N -0.96 0.34 0.86 -0.192
C -0.37 -0.97 0.70 -0.641
C 0.78 -1.06 -0.33 -0.603
C 1.48 0.21 -0.53 -0.504
C 2.01 1.28 -0.74 0.174
H -1.92 1.96 0.03 0.350
H -0.51 0.98 1.50 0.296
H -1.16 -1.66 0.40 0.252
H -0.02 -1.29 1.69 0.390
H 1.49 -1.83 -0.01 0.348
H 0.37 -1.37 -1.30 0.267
H 2.48 2.21 -0.94 0.395
```

The HOMO energy comes out at -9.872 eV. As for the structure (SMILES): C#CCCNC=O. Its total charge is 0. Its multiplicity is 1. The gap between HOMO and LUMO comes out at 10.76 eV.

---

Relative to the most stable structure, the computed energies are run one 2.861; run two 0.000, all in eV.